No. 1
The following is a quantum chemistry calculation of a cluster of 2 separate species, C2H7ClOSi in total, from the OMol25 dataset.

The geometry in XYZ format:
```
12
Properties=species:S:1:pos:R:3
H -0.74 -0.88 2.01
H 0.75 0.15 -2.28
H -2.70 1.00 0.28
O -1.05 1.73 -0.18
Cl -3.25 -0.10 0.11
H 0.79 -0.48 2.13
H 2.27 0.87 -1.59
Si 0.10 0.66 -0.09
C 0.11 -0.69 1.30
C 1.43 0.15 -1.33
H 1.78 -0.86 -1.15
H 0.51 -1.55 0.79
```

Output
gap between HOMO and LUMO: 10.3 eV
E_HOMO: -0.37775 Eh
F_max: 2.9 eV Å⁻¹
SMILES string: C[Si](C)=O.Cl
calculated total energy: -24635.1764 eV

=====

No. 2
The following is a quantum chemistry calculation of a structure of composition C2H7CuO11P2S, from the OMol25 dataset.

The geometry in XYZ format:
```
24
Properties=species:S:1:pos:R:3
O -1.33 -0.03 0.05
H -0.92 -3.26 -0.30
H 2.66 -1.08 1.08
H 3.85 -0.09 -1.50
O -4.18 3.38 1.66
O -0.98 -2.51 0.29
Cu -0.46 2.15 0.00
O 1.76 0.44 -2.70
O 1.75 -2.12 -1.19
C 1.58 -1.13 1.00
P -0.67 -1.19 -0.65
O 1.35 1.73 -0.44
H -2.74 0.64 0.64
S -2.99 2.58 1.53
O -0.96 -1.58 -2.06
H 1.22 -2.08 1.41
C 1.16 -1.02 -0.46
P 1.84 0.53 -1.22
O -3.51 1.19 0.96
H 1.35 -2.05 -2.07
O -2.09 3.11 0.46
O -2.26 2.31 2.75
O 3.43 0.42 -0.80
H 1.14 -0.32 1.57
```

Output
gap between HOMO and LUMO: 7.4 eV
E_HOMO: -0.07085 Eh
F_max: 0.2 eV Å⁻¹
calculated total energy: -98772.4034 eV
charge: -2